Entry 1:
Formula: C43H31N9O5Tl
Source: the Open Molecules 2025 dataset
Level of theory: wB97M-V/def2-TZVPD

Structure (XYZ):
```
89
Properties=species:S:1:pos:R:3:lowdin_charge:R:1
Tl 0.06420 -0.03466 0.20316 0.92
C 3.15788 -3.32699 -1.43365 -0.08
O 3.87762 -2.39784 -2.23730 -0.09
C 3.23730 -1.51150 -3.07948 -0.20
C 4.00734 -1.05738 -4.11684 -0.03
C 3.56947 -0.06086 -5.01218 -0.12
C 2.33622 0.48894 -4.83195 -0.08
C 1.48387 0.02914 -3.80121 -0.14
C 0.27809 0.73871 -3.57634 -0.03
N -0.65905 0.41222 -2.75035 0.17
N -2.97495 0.78879 -2.03677 0.14
C -3.20233 -0.02800 -1.03507 -0.51
O -2.35088 -0.72661 -0.41397 -0.17
C -4.63491 -0.02736 -0.54696 -0.13
C -4.90180 -0.42962 0.75738 -0.04
C -6.17610 -0.28498 1.29214 -0.11
C -7.19548 0.25023 0.52036 -0.12
C -6.93720 0.64847 -0.78670 -0.10
C -5.66323 0.51740 -1.31459 -0.04
C 1.88015 -1.02833 -2.90018 -0.31
O 1.09407 -1.47459 -2.01600 -0.16
H 2.85715 -4.19548 -2.03078 0.10
H 2.27806 -2.88719 -0.97727 0.05
H 3.85802 -3.65511 -0.66364 0.08
H 5.00233 -1.47306 -4.22696 0.11
H 4.21751 0.26431 -5.81502 0.09
H 1.98147 1.29317 -5.46742 0.11
H 0.13309 1.67556 -4.10749 0.13
H -4.08885 -0.83786 1.34526 0.11
H -6.37592 -0.58179 2.31571 0.09
H -8.19016 0.36756 0.93570 0.09
H -7.73040 1.07787 -1.38774 0.09
H -5.42267 0.85624 -2.31188 0.10
O 3.94455 -2.17902 7.03528 0.06
N 3.18124 -1.33301 6.59861 -0.34
O 3.02230 -0.26190 7.15399 0.07
C 2.47540 -1.61988 5.37122 -0.08
C 2.93780 -2.68918 4.66309 0.06
C 2.33042 -3.10877 3.46112 -0.14
C 2.74264 -4.26389 2.76617 -0.01
C 2.09765 -4.61332 1.61181 -0.05
C 1.06046 -3.78805 1.14753 -0.12
N 0.65342 -2.71297 1.78118 0.11
C 1.24833 -2.37415 2.93223 -0.16
C 0.73777 -1.23803 3.67590 -0.15
N -0.32394 -0.59544 3.16040 0.10
C -0.88847 0.36934 3.84660 -0.17
C -0.42075 0.78119 5.09603 -0.07
C 0.69919 0.18478 5.61672 0.01
C 1.32605 -0.86572 4.91341 -0.06
H 3.79066 -3.22962 5.04838 0.13
H 3.54962 -4.86306 3.17073 0.12
H 2.37223 -5.50811 1.07030 0.11
H 0.53512 -4.02170 0.22736 0.13
H -1.74885 0.84184 3.38357 0.13
H -0.93658 1.56005 5.64042 0.11
H 1.10058 0.50723 6.55960 0.10
C -0.71583 3.34856 3.80211 -0.09
C -1.72966 4.08788 3.20653 -0.06
C -1.94389 3.96276 1.84687 -0.01
C -1.16545 3.06531 1.10733 -0.19
N -0.22852 2.31935 1.70000 0.08
C 0.00209 2.47982 2.99767 -0.20
C -1.39488 2.88763 -0.35163 -0.30
C -1.84560 3.96743 -1.09960 -0.09
C -1.99795 3.79015 -2.49773 -0.12
C -1.84602 2.57465 -3.06022 -0.06
C -1.66464 1.36900 -2.16761 -0.50
N -1.10830 1.69110 -0.85834 -0.02
H -0.50878 3.41849 4.86236 0.10
H -2.34774 4.75000 3.80078 0.10
H -2.72242 4.52756 1.35528 0.11
H 0.80354 1.87062 3.40986 0.11
H -2.01354 4.93487 -0.64675 0.08
H -2.25380 4.64611 -3.11301 0.09
H -2.04502 2.39644 -4.11101 0.10
H -0.51207 -0.43130 -2.20595 0.07
N 2.30356 5.27812 -3.99646 0.15
C 2.54997 4.42335 -3.26806 -0.19
C 2.88796 3.37778 -2.35508 -0.20
C 4.20742 2.94243 -2.23620 -0.02
C 4.49594 1.94063 -1.33013 -0.05
C 3.45798 1.41980 -0.57055 -0.13
N 2.19949 1.82360 -0.68636 0.05
C 1.90853 2.77447 -1.56012 -0.07
H 4.98050 3.39009 -2.84643 0.12
H 5.50294 1.56219 -1.22218 0.11
H 3.63799 0.63961 0.16344 0.11
H 0.86433 3.06298 -1.63306 0.11
```

spin multiplicity	1
Kohn-Sham gap	4.391	eV
total charge	-1
ΔE to the lowest compared entry with this formula, charge and spin	0.0	kcal/mol
LUMO	0.02283	Ha


Entry 2:
Formula: C43H32Br5N2O7PSY
Source: the Open Molecules 2025 dataset
Level of theory: wB97M-V/def2-TZVPD

Structure (XYZ):
```
92
Properties=species:S:1:pos:R:3:lowdin_charge:R:1
Y -0.10326 -0.35559 0.28685 1.34
C 1.33735 -1.57469 -2.90940 -0.05
C 2.73250 -1.80274 -2.33498 -0.37
C 3.73930 -0.84509 -2.96884 -0.06
C 2.70539 -1.73041 -0.80085 -0.27
C 4.05060 -1.91788 -0.12340 -0.06
O 4.49358 -0.56213 0.11149 -0.01
C 3.39575 0.21617 0.03788 -0.31
N 2.32415 -0.35965 -0.35939 0.07
C 3.67326 1.64689 0.35429 -0.10
C 5.00003 1.93754 0.69220 -0.01
C 5.41819 3.23641 0.90948 -0.07
C 4.51399 4.27871 0.78482 -0.06
C 3.19692 3.99952 0.46892 -0.09
C 2.74418 2.69731 0.26276 -0.27
P 0.94958 2.43603 -0.09546 1.04
C 0.77020 3.39303 -1.64045 -0.37
C 0.57051 4.76956 -1.69333 -0.09
C 0.47462 5.41664 -2.91682 -0.08
C 0.58188 4.69552 -4.09770 -0.09
C 0.77651 3.32240 -4.05487 -0.08
C 0.86240 2.67680 -2.83182 -0.10
C 0.18043 3.47524 1.19884 -0.36
C 0.78962 3.67407 2.43748 -0.10
C 0.11985 4.34300 3.45201 -0.08
C -1.17384 4.80073 3.25186 -0.08
C -1.79347 4.59882 2.02649 -0.06
C -1.12010 3.94564 1.00477 -0.11
H 1.33082 -1.74313 -3.98721 0.09
H 1.01724 -0.53947 -2.75018 0.06
H 0.58598 -2.22179 -2.45598 0.08
H 3.03436 -2.83071 -2.56946 0.14
H 3.46266 0.19420 -2.77218 0.08
H 3.75093 -0.97970 -4.05142 0.08
H 4.75623 -0.99920 -2.60441 0.08
H 1.97408 -2.44124 -0.41354 0.13
H 4.79712 -2.41694 -0.73844 0.13
H 3.96362 -2.41340 0.84384 0.14
H 5.70940 1.12973 0.77770 0.12
H 6.45047 3.43186 1.16854 0.10
H 4.82936 5.30183 0.94370 0.11
H 2.48565 4.81226 0.39735 0.10
H 0.45978 5.33461 -0.77632 0.10
H 0.30738 6.48580 -2.94845 0.10
H 0.49988 5.20167 -5.05110 0.10
H 0.84018 2.75312 -4.97314 0.10
H 0.98469 1.60003 -2.79735 0.08
H 1.78444 3.28741 2.62060 0.11
H 0.60507 4.49111 4.40921 0.10
H -1.70064 5.30454 4.05232 0.10
H -2.81033 4.93230 1.86306 0.11
H -1.60988 3.77196 0.05616 0.06
Br -1.78218 -7.11872 1.91916 0.67
C -1.67612 -5.45635 1.02266 -0.77
C -2.56097 -5.13836 0.00616 -0.77
Br -3.90842 -6.36057 -0.51230 0.67
C -2.45969 -3.89991 -0.64858 -0.65
Br -3.62357 -3.40041 -2.05262 0.73
C -1.48523 -2.97256 -0.29959 -0.43
O -1.32200 -1.79803 -0.85927 -0.29
C -0.58634 -3.29820 0.76665 -0.42
O 0.30370 -2.37673 1.07138 -0.26
C -0.68862 -4.52995 1.39392 -0.65
Br 0.56371 -4.88096 2.76870 0.72
O -7.57391 1.96214 2.93322 0.10
C -6.94170 2.87492 2.15186 -0.49
O -7.40754 3.97991 2.05796 0.09
C -5.73682 2.41324 1.41759 -0.16
C -5.04551 1.23905 1.71596 -0.03
C -3.92097 0.86327 1.00551 -0.09
C -3.43467 1.66130 -0.03406 -0.66
S -1.99657 1.29521 -0.95535 0.58
C -4.14412 2.83633 -0.33961 -0.13
C -5.26531 3.20806 0.37220 -0.03
H -7.15243 1.10189 2.82932 0.08
H -5.35216 0.59706 2.53678 0.11
H -3.39941 -0.04695 1.27026 0.09
H -3.79171 3.45111 -1.15901 0.10
H -5.80103 4.11799 0.13490 0.12
Br 1.95343 2.55506 7.25659 0.72
C 0.48916 1.90481 6.24439 -0.68
C -0.79706 2.02706 6.74742 -0.19
N -1.86883 1.61641 6.07793 0.08
C -1.67964 1.07627 4.87517 -0.06
C -0.42618 0.92370 4.29868 -0.10
C 0.69096 1.34252 5.00203 -0.06
C -0.28242 0.36838 2.91623 -0.60
O 0.85040 0.41262 2.35618 -0.10
O -1.30122 -0.08732 2.33796 -0.07
H -0.96352 2.47283 7.72115 0.10
H -2.55776 0.75585 4.32863 0.12
H 1.67342 1.23506 4.56281 0.12
```

spin multiplicity	1
Kohn-Sham gap	6.221	eV
total charge	-1
ΔE to the lowest compared entry with this formula, charge and spin	0.0	kcal/mol
LUMO	0.05463	Ha


Entry 3:
Formula: C43H33Cl2HfN8O4S3
Source: the Open Molecules 2025 dataset
Level of theory: wB97M-V/def2-TZVPD

Structure (XYZ):
```
94
Properties=species:S:1:pos:R:3:lowdin_charge:R:1
Hf 0.98342 0.70755 0.39778 1.84
N -5.38938 -4.50738 6.89212 0.17
C -4.70503 -3.94157 6.16413 -0.17
C -3.83999 -3.23251 5.25379 -0.22
C -2.56323 -3.72060 4.99274 -0.01
C -1.73207 -3.03374 4.12571 -0.02
C -2.15914 -1.85325 3.52123 -0.18
C -3.43990 -1.37355 3.78877 -0.01
C -4.28127 -2.06127 4.64482 0.00
C -1.25152 -1.10818 2.60659 -0.04
C -0.95432 0.22357 2.95503 -0.24
C -1.41259 0.94044 4.07878 0.00
C -0.96931 2.24770 3.94678 -0.04
C -0.23720 2.29148 2.75982 -0.13
N -0.19549 1.08545 2.17115 -0.10
C -0.80205 -1.78861 1.47845 -0.24
C -1.22757 -3.07225 1.04674 0.01
C -0.58994 -3.34272 -0.14037 -0.04
C 0.20710 -2.21999 -0.41838 -0.18
N 0.10245 -1.28956 0.53095 -0.08
H -2.23108 -4.63234 5.46975 0.13
H -0.73597 -3.40683 3.92531 0.12
H -3.78301 -0.47160 3.29927 0.13
H -5.27911 -1.69613 4.84501 0.13
H -1.99685 0.53853 4.88965 0.12
H -1.15081 3.07401 4.61372 0.10
H 0.27155 3.14457 2.32898 0.12
H -1.94092 -3.69779 1.55683 0.12
H -0.67631 -4.22608 -0.75152 0.10
H 0.84506 -2.07571 -1.27648 0.09
Cl 5.10728 6.86112 1.79763 0.69
C 4.36452 5.39260 1.25742 -0.66
C 4.24360 5.15701 -0.11927 -0.09
C 3.64636 4.01220 -0.58196 -0.56
Cl 3.54072 3.72744 -2.28316 0.78
C 3.12110 3.05177 0.30582 -0.34
O 2.54408 1.96428 -0.12403 -0.22
C 3.31619 3.28411 1.67864 -0.13
C 2.95387 2.25232 2.60876 -0.13
O 2.37616 1.19980 2.32369 -0.09
C 3.92140 4.46156 2.15257 -0.05
H 4.63278 5.88220 -0.82066 0.12
H 3.24638 2.40820 3.65707 0.15
H 4.02572 4.62584 3.21803 0.12
C 2.42751 -1.62281 3.10308 -0.06
C 3.12500 -1.61169 1.78236 -0.60
N 2.73510 -0.96409 0.71478 -0.02
C 3.55054 -1.21824 -0.36966 -0.32
C 4.59042 -2.04557 -0.10600 -0.31
S 4.53881 -2.53606 1.52506 1.14
C 3.21258 -0.61050 -1.65890 -0.33
C 3.98264 -0.65529 -2.77099 -0.32
S 3.27061 0.28355 -3.99835 1.11
C 1.97539 0.70018 -2.96580 -0.64
N 2.03955 0.12340 -1.78771 -0.01
C 0.96384 1.67918 -3.44873 -0.10
H 1.52805 -1.01603 3.06852 0.05
H 3.07530 -1.22403 3.88358 0.09
H 2.16164 -2.64565 3.37212 0.09
H 5.36155 -2.39339 -0.77245 0.09
H 4.92647 -1.15498 -2.90927 0.09
H 1.22628 2.03117 -4.44518 0.08
H 0.95029 2.53557 -2.77697 0.05
H -0.02533 1.22434 -3.47010 0.01
O -1.83334 0.57298 -0.02148 0.02
C -1.58809 1.66180 -0.50375 -0.47
N -0.30195 2.18763 -0.46096 -0.01
C -0.33727 3.51782 -0.91147 -0.41
O 0.58546 4.29212 -0.87948 0.11
C -1.72781 3.77325 -1.40810 -0.09
C -2.26790 4.88369 -2.02218 0.01
C -3.60526 4.81249 -2.40262 -0.05
C -4.36507 3.66854 -2.16382 -0.05
C -3.81325 2.55792 -1.53210 0.01
C -2.48636 2.64053 -1.16561 -0.09
H -1.67406 5.77015 -2.20133 0.13
H -4.06463 5.66068 -2.89271 0.11
H -5.40158 3.64651 -2.47304 0.11
H -4.39236 1.66495 -1.33876 0.13
S -1.51222 -0.74770 -2.81013 0.71
C -1.33893 -2.18738 -3.67148 -0.84
N -2.37663 -3.01981 -3.84654 0.01
C -2.32586 -4.28841 -4.56385 -0.17
C -1.21796 -4.23187 -5.59947 -0.16
C 0.07129 -3.81128 -4.91758 -0.17
N -0.15379 -2.56636 -4.18975 0.01
H -3.23075 -2.72567 -3.40346 0.12
H -3.29154 -4.45188 -5.03937 0.12
H -2.15025 -5.11275 -3.86626 0.12
H -1.47557 -3.50456 -6.37169 0.13
H -1.09418 -5.20495 -6.07259 0.12
H 0.86202 -3.64368 -5.64713 0.12
H 0.40594 -4.59421 -4.23049 0.12
H 0.57997 -1.88167 -4.12988 0.11
```

spin multiplicity	1
Kohn-Sham gap	6.549	eV
total charge	+1
ΔE to the lowest compared entry with this formula, charge and spin	18.5	kcal/mol
LUMO	-0.12734	Ha